A structure of composition C29H35IKN5O4, computed with ωB97M-V/def2-TZVPD.

E_LUMO ... 4.0 eV
Calculated total energy ... -70709.6536 eV
Highest occupied orbital energy ... -0.067 Eh
Charge ... -2
Frontier orbital gap ... 5.82 eV

Each line ends with the Mulliken charge.
Cartesian coordinates (Å):
K  0.0527  0.4927  0.7960  0.6863
C  -1.0647  3.4268  -0.3973  -1.1663
N  -2.0380  2.6944  -1.1887  1.0703
C  -2.1093  3.1236  -2.5784  -1.3315
C  -1.8526  2.0244  -3.6096  -0.9135
C  -0.4619  1.4071  -3.5014  -0.5749
N  -0.4652  0.2253  -2.6545  -0.0342
C  0.6315  -0.3133  -2.3007  -0.8111
C  2.0328  0.0811  -2.5835  0.7815
C  2.8874  -0.9452  -2.9824  -0.4024
C  4.2201  -0.7311  -3.2940  -0.7778
C  4.7173  0.5678  -3.1615  -0.3407
C  3.9171  1.5970  -2.7236  -0.8193
C  2.5410  1.4084  -2.3748  0.6683
O  1.8484  2.3545  -1.8748  -0.8161
C  -3.3298  2.5940  -0.5411  -1.2109
C  -4.1236  1.3647  -0.9689  -1.0063
C  -3.3490  0.0685  -0.7213  -0.4530
N  -2.7221  0.1176  0.5808  0.4620
C  -2.9383  -0.8273  1.3999  -0.5194
C  -2.4005  -0.9661  2.7469  0.8056
C  -2.7289  -2.1587  3.4068  -0.2933
C  -2.3039  -2.4600  4.6807  -0.7579
C  -1.5045  -1.5073  5.3366  -0.4032
C  -1.1711  -0.3226  4.7382  -0.4966
C  -1.5877  0.0321  3.4044  0.2620
O  -1.2364  1.1323  2.8873  -0.8248
H  -1.3065  4.5048  -0.3130  0.2720
H  -0.0745  3.3172  -0.8383  0.1054
H  -1.0436  3.0132  0.6130  0.4562
H  -1.3668  3.9150  -2.7342  0.5415
H  -3.0949  3.5817  -2.7686  0.4467
H  -1.9801  2.4740  -4.6024  0.4975
H  -2.5971  1.2298  -3.5151  0.2353
H  0.2616  2.1396  -3.1258  0.0781
H  -0.1052  1.0998  -4.4939  0.5144
H  0.5270  -1.2484  -1.7433  0.3781
H  2.4777  -1.9502  -3.0450  0.2622
H  4.8590  -1.5480  -3.6050  0.3545
H  5.7608  0.7685  -3.3900  0.3262
H  4.3158  2.5974  -2.5920  0.3277
H  -3.9364  3.5052  -0.7230  0.4050
H  -3.1569  2.5170  0.5318  0.4755
H  -4.3994  1.4192  -2.0285  0.3767
H  -5.0570  1.3674  -0.3925  0.4451
H  -2.5547  -0.0110  -1.4682  -0.0721
H  -4.0124  -0.8057  -0.8314  0.5322
H  -3.5958  -1.6621  1.0942  0.0158
H  -3.3382  -2.8791  2.8643  0.2360
H  -2.5496  -3.4063  5.1447  0.3697
H  -1.1299  -1.7194  6.3340  0.3078
H  -0.5415  0.4020  5.2420  0.3426
N  2.2602  2.4266  1.1093  -0.3220
C  3.1157  1.2706  1.4041  -0.4125
C  2.6718  0.5264  2.6773  -0.5216
C  2.4519  -0.9826  2.4399  0.2949
O  2.9851  -1.7758  3.2352  -0.7826
O  1.7126  -1.2710  1.4501  -0.5653
H  2.2812  2.6607  0.1164  0.1023
H  2.5312  3.2352  1.6532  0.1930
H  4.1748  1.5507  1.4871  0.4220
H  3.0407  0.5894  0.5546  0.1379
H  1.7161  0.9535  3.0118  0.2632
H  3.3923  0.6846  3.4809  0.2485
I  1.1649  -4.7177  3.6928  0.0771
C  0.9225  -4.3645  1.6612  -0.3700
C  1.6887  -5.0505  0.7456  -0.2956
C  1.4937  -4.7920  -0.6063  -0.5676
C  0.5248  -3.8777  -0.9656  -0.3809
N  -0.2171  -3.2056  -0.0839  -0.2864
C  0.0056  -3.4186  1.2092  0.4046
H  2.4313  -5.7658  1.0744  0.3528
H  2.0865  -5.2921  -1.3617  0.3973
H  0.3321  -3.6608  -2.0121  0.4517
H  -0.5892  -2.8252  1.8917  0.1465

Forces on atoms 1 to 2 (eV/Å):
K -0.09 0.29 -0.50
C -0.09 -0.02 0.00